The following is a DFT calculation (ωB97M-V/def2-TZVPD) of a cluster of 2 separate species, C3H3Cl3 in total.

The energy above the lowest of the compared OMol25 structures with the same formula, charge and spin is 4.0889 eV. As for the LUMO energy (alpha / beta): -0.48 / -0.45 eV. As for the strongest force on any atom: 0.79 eV/A. The spin multiplicity is 1. The calculation puts the total energy at -1496.5140 hartree.

Geometry as XYZ:
```
9
C3H3Cl3 | the Open Molecules 2025 dataset | ωB97M-V/def2-TZVPD
C 1.30990 -1.21084 0.44183
C 0.07150 -1.57790 0.53345
C -1.11740 1.80608 -0.95015
Cl -1.18962 -1.44186 1.58866
Cl -1.10786 0.41080 -1.92744
Cl 0.32128 2.13346 -0.08692
H 1.83480 -0.64539 1.21263
H 1.89675 -1.45575 -0.42575
H -2.01934 1.98141 -0.38631
```

=====

The following is a DFT calculation (ωB97M-V/def2-TZVPD) of a structure of composition C4H10ClFN in a non-equilibrium geometry.

The energy above the lowest of the compared OMol25 structures with the same formula, charge and spin is 0.0000 eV. As for the LUMO energy: 3.76 eV. The total charge is -1. As for the strongest force on any atom: 3.18 eV/A. The spin multiplicity is 1. The calculation puts the total energy at -773.2715 hartree.

Geometry as XYZ:
```
17
C4H10ClFN | the Open Molecules 2025 dataset | ωB97M-V/def2-TZVPD
C 0.27764 -0.87489 0.09226
H 0.70821 0.63893 -1.29001
Cl -1.50182 -1.01486 2.56897
C 0.21406 0.59908 -0.29266
H 0.63331 -1.10313 1.10217
C -0.58114 -1.78863 -0.74256
H -0.42082 -2.83705 -0.45383
H -1.64061 -1.51015 -0.70097
H -0.33234 -1.65118 -1.80754
C 1.01798 1.47733 0.66757
H 0.48643 1.56711 1.62766
H 2.02206 1.06415 0.84570
H 1.13256 2.48827 0.24592
N -1.15765 1.03638 -0.50479
H -1.20044 1.70080 -1.27016
H -1.50664 1.52479 0.32858
F 1.84922 -1.31695 -0.41630
```

=====

The following is a DFT calculation (ωB97M-V/def2-TZVPD) of a structure of composition C13H31AgN5O24S3 in a non-equilibrium geometry.

As for the LUMO energy (alpha / beta): -3.82 / -3.82 eV. As for the strongest force on any atom: 5.04 eV/A. The spin multiplicity is 2. The expectation value of S² is 0.783. The calculation puts the total energy at -3934.0508 hartree.

Geometry as XYZ:
```
77
C13H31AgN5O24S3 | the Open Molecules 2025 dataset | ωB97M-V/def2-TZVPD
Ag -3.17767 4.19621 -2.96578
O -1.03499 2.57660 -0.60850
C -1.11269 1.24621 -0.15941
C -2.52254 0.49879 -0.45993
O -3.43815 1.00112 -1.45724
H -0.94967 1.07544 0.90473
H -0.24116 0.75570 -0.59294
H -2.98483 0.46232 0.52650
H -2.35892 -0.55539 -0.68361
C 4.33407 -0.61336 -3.33296
N 4.08818 -2.07057 -3.12582
O 4.85913 -2.70892 -2.48477
O 3.11027 -2.45653 -3.69514
H 3.91052 -0.07969 -2.48215
H 3.93881 -0.30424 -4.30060
H 5.40503 -0.41398 -3.29558
C 4.65155 1.71168 2.70851
N 5.03494 0.29753 2.46387
O 4.14434 -0.55889 2.70481
O 6.18899 0.05188 2.10482
H 5.54946 2.18898 2.31604
H 4.54513 1.77423 3.79150
H 3.73580 1.88939 2.14467
C 0.15507 5.71855 4.49734
N -0.77134 6.46624 5.42722
O -1.06000 7.58483 5.13383
O -1.24503 5.82912 6.37563
H -0.51832 4.89741 4.25164
H 1.03922 5.46319 5.08143
H 0.44408 6.35576 3.66156
C -1.58768 0.10651 6.04316
N -2.43777 -0.13134 7.27277
O -3.43254 0.58486 7.26891
O -2.14841 -1.01443 8.06283
H -2.05852 -0.45221 5.23430
H -0.56129 -0.18409 6.26717
H -1.61775 1.19360 5.96957
C -6.76433 -4.02863 0.42000
N -6.47564 -4.77817 1.66381
O -6.97010 -5.84710 1.98186
O -5.70617 -4.18281 2.39322
H -7.40136 -3.20450 0.74108
H -7.40722 -4.64894 -0.20451
H -5.87150 -3.80286 -0.16307
C -0.75813 -6.67860 2.63477
C -0.54343 -5.39637 1.84686
O -0.51814 -5.72200 0.48234
S -0.11686 -7.37090 0.31985
O 1.33486 -7.62052 0.39205
O -0.90646 -8.04784 -0.76850
O -0.66403 -7.81400 1.76714
H -1.73962 -6.67338 3.10886
H -0.09530 -6.91392 3.46747
H 0.39067 -4.87349 2.05216
H -1.24327 -4.58186 2.03370
C -1.75326 -1.70694 -6.45989
C -2.35046 -2.93068 -5.76472
O -2.17931 -4.05220 -6.61969
S -1.73996 -3.59993 -8.14395
O -2.91084 -3.21078 -8.90796
O -0.78356 -4.56535 -8.73069
O -1.01969 -2.28346 -7.57348
H -1.10757 -1.18148 -5.75627
H -2.53438 -1.11858 -6.94133
H -3.41958 -2.85696 -5.56563
H -1.83017 -3.18615 -4.84161
C 3.08345 7.57954 -1.01466
C 3.90539 6.26746 -1.20844
O 4.67284 6.49514 -2.36834
S 4.62560 8.00280 -2.97629
O 4.51583 7.96430 -4.43087
O 5.77140 8.73400 -2.32464
O 3.13831 8.23551 -2.26766
H 3.76166 8.14221 -0.37315
H 2.03938 7.55383 -0.70263
H 3.24311 5.44547 -1.48013
H 4.45253 6.07563 -0.28544
```

=====

The following is a DFT calculation (ωB97M-V/def2-TZVPD) of an isolated molecule of C15H17N3O5 in a non-equilibrium geometry.

The energy above the lowest of the compared OMol25 structures with the same formula, charge and spin is 5.5985 eV. As for the LUMO energy: 0.43 eV. As for the strongest force on any atom: 5.26 eV/A. The spin multiplicity is 1. The calculation puts the total energy at -1122.1587 hartree.

Geometry as XYZ:
```
40
C15H17N3O5 | the Open Molecules 2025 dataset | ωB97M-V/def2-TZVPD
N -0.54613 -1.26255 0.95680
C -0.31573 -1.99404 -0.17121
C -1.20811 -1.43756 -1.43196
C -2.47105 -0.87946 -1.01395
C -3.49926 -1.60932 -0.56632
N -4.50655 -0.91062 0.00721
C -3.96595 0.38503 0.21252
C -4.43044 1.49998 0.86937
C -3.66398 2.62249 0.80067
C -2.45656 2.64203 0.20851
C -1.93229 1.52349 -0.52417
C -2.70277 0.39831 -0.37539
C 1.15071 -1.73283 -0.64585
O 1.80807 -2.29651 -1.51308
N 1.72174 -0.71458 0.11611
C 3.15043 -0.46535 -0.05465
C 3.13362 1.06804 -0.28573
C 4.12205 1.53478 -1.17085
O 3.85515 2.10569 -2.16865
O 5.31241 1.58578 -0.60630
C 3.88313 -0.59612 1.34368
O 3.35875 -0.75212 2.38606
O 5.24534 -0.33467 1.29113
H -1.43068 -0.79200 0.93560
H -0.42879 -1.23581 1.95906
H -0.33672 -3.08715 -0.03047
H -1.60130 -2.41095 -1.81333
H -0.55612 -0.92615 -2.13762
H -3.80043 -2.56858 -0.66516
H -5.45050 -1.06102 0.26399
H -5.42537 1.77638 1.03839
H -4.14240 3.52191 1.36358
H -1.85322 3.63516 0.22420
H -0.95160 1.29145 -0.79492
H 1.28668 -0.44100 0.97692
H 3.49977 -1.14482 -0.83516
H 2.25647 1.11882 -1.07310
H 3.13007 1.63451 0.62393
H 5.52708 0.94835 0.08083
H 5.23445 -0.63899 2.21935
```

=====

Question: Which of these has the highest strongest force on any atom?
Answer: C15H17N3O5

=====

Question: Which of these has the lowest strongest force on any atom?
Answer: C3H3Cl3

=====

Repeat the fourth record exactly.
The following is a DFT calculation (ωB97M-V/def2-TZVPD) of an isolated molecule of C15H17N3O5 in a non-equilibrium geometry.

The energy above the lowest of the compared OMol25 structures with the same formula, charge and spin is 5.5985 eV. As for the LUMO energy: 0.43 eV. As for the strongest force on any atom: 5.26 eV/A. The spin multiplicity is 1. The calculation puts the total energy at -1122.1587 hartree.

Geometry as XYZ:
```
40
C15H17N3O5 | the Open Molecules 2025 dataset | ωB97M-V/def2-TZVPD
N -0.54613 -1.26255 0.95680
C -0.31573 -1.99404 -0.17121
C -1.20811 -1.43756 -1.43196
C -2.47105 -0.87946 -1.01395
C -3.49926 -1.60932 -0.56632
N -4.50655 -0.91062 0.00721
C -3.96595 0.38503 0.21252
C -4.43044 1.49998 0.86937
C -3.66398 2.62249 0.80067
C -2.45656 2.64203 0.20851
C -1.93229 1.52349 -0.52417
C -2.70277 0.39831 -0.37539
C 1.15071 -1.73283 -0.64585
O 1.80807 -2.29651 -1.51308
N 1.72174 -0.71458 0.11611
C 3.15043 -0.46535 -0.05465
C 3.13362 1.06804 -0.28573
C 4.12205 1.53478 -1.17085
O 3.85515 2.10569 -2.16865
O 5.31241 1.58578 -0.60630
C 3.88313 -0.59612 1.34368
O 3.35875 -0.75212 2.38606
O 5.24534 -0.33467 1.29113
H -1.43068 -0.79200 0.93560
H -0.42879 -1.23581 1.95906
H -0.33672 -3.08715 -0.03047
H -1.60130 -2.41095 -1.81333
H -0.55612 -0.92615 -2.13762
H -3.80043 -2.56858 -0.66516
H -5.45050 -1.06102 0.26399
H -5.42537 1.77638 1.03839
H -4.14240 3.52191 1.36358
H -1.85322 3.63516 0.22420
H -0.95160 1.29145 -0.79492
H 1.28668 -0.44100 0.97692
H 3.49977 -1.14482 -0.83516
H 2.25647 1.11882 -1.07310
H 3.13007 1.63451 0.62393
H 5.52708 0.94835 0.08083
H 5.23445 -0.63899 2.21935
```